No. 1
ORCA calculation (ωB97M-V with the def2-TZVPD basis set) on a molecular structure, C2H3N4.

Last column: Löwdin charge in e.
Geometry (Å):
C  1.19  -1.51  -0.57  0.1586
C  0.95  0.23  0.37  0.0075
N  1.90  -0.69  0.03  0.1439
N  -0.27  -1.07  -1.07  0.2374
N  -0.24  -0.13  -0.24  -0.2943
N  -1.28  0.69  -0.05  0.1782
H  1.14  0.73  1.30  0.1597
H  -2.19  0.48  -0.64  0.2228
H  -1.20  1.27  0.86  0.1862

Output
Total charge: +1
Kohn-Sham gap (alpha / beta), eV: 8.49 / 7.45
Energy relative to the best compared isomer or geometry (same formula, charge and spin), kJ/mol: 334.78
Energy, eV: -8068.11753
Spin multiplicity: 1
E_HOMO (alpha / beta), eV: -15.564 / -15.773
Lowest unoccupied orbital energy (alpha / beta), eV: -7.1 / -8.3

---

No. 2
ORCA calculation (ωB97M-V with the def2-TZVPD basis set) on 6 unconnected molecules or ions with the total composition BrH10O5.

Last column: Löwdin charge in e.
Geometry (Å):
Br  7.00  12.94  54.88  0.0935
O  4.80  15.74  55.16  -0.0867
H  5.37  16.53  55.37  0.0605
H  5.50  15.14  55.29  -0.0967
O  6.07  14.94  52.13  -0.1272
H  6.24  14.29  52.88  -0.0613
H  5.85  15.63  52.74  -0.0264
O  8.82  10.96  53.04  -0.1775
H  9.49  10.37  53.60  0.0846
H  8.24  11.52  53.55  -0.1742
O  7.08  14.20  58.06  -0.1423
H  6.96  13.60  58.76  -0.0221
H  6.80  13.73  57.16  -0.0519
O  9.74  12.44  56.69  -0.2029
H  10.22  11.62  56.39  0.0273
H  8.88  12.52  56.09  -0.0967

Output
Total charge: -1
Kohn-Sham gap, eV: 9.15
Energy relative to the best compared isomer or geometry (same formula, charge and spin), kJ/mol: 93.35
Energy, eV: -80445.16786
Spin multiplicity: 1
E_HOMO, eV: -5.733
Lowest unoccupied orbital energy, eV: 3.4

---

No. 3
ORCA calculation (ωB97M-V with the def2-TZVPD basis set) on a single C6H9N molecule.

Last column: Löwdin charge in e.
Geometry (Å):
C  2.11  -0.69  0.46  -0.1000
N  0.82  -0.36  -0.08  -0.1036
C  -0.13  0.35  0.74  -0.2626
C  -0.83  1.40  -0.10  -0.1373
C  -1.51  0.55  -1.17  -0.0845
C  -1.40  -0.76  -0.95  -0.0471
C  -0.48  -1.00  0.20  -0.2068
H  2.13  -1.27  1.40  0.0786
H  2.67  -1.23  -0.30  0.0771
H  2.62  0.26  0.65  0.0847
H  0.09  0.51  1.79  0.1457
H  -0.09  2.09  -0.51  0.1156
H  -1.57  1.98  0.46  0.1083
H  -1.97  1.00  -2.04  0.0962
H  -1.83  -1.54  -1.57  0.0983
H  -0.56  -1.88  0.84  0.1375

Output
Total charge: 0
Kohn-Sham gap, eV: 9.94
Energy relative to the best compared isomer or geometry (same formula, charge and spin), kJ/mol: 208.38
Energy, eV: -7855.99989
Spin multiplicity: 1
SMILES: CN1[C@@H]2C=CC[C@@H]21
E_HOMO, eV: -8.733
Lowest unoccupied orbital energy, eV: 1.2

---

No. 4
ORCA calculation (ωB97M-V with the def2-TZVPD basis set) on a molecular structure, C19H21ClN2O4S.

Last column: Löwdin charge in e.
Geometry (Å):
O  2.08  2.27  -0.50  0.1732
C  1.48  1.56  0.12  -0.5868
N  1.99  0.75  0.96  0.0603
H  1.25  -0.01  1.43  0.1853
C  3.27  0.19  0.94  -0.2838
H  3.72  1.16  0.76  0.1411
C  3.56  -1.01  0.45  -0.2100
C  3.77  -0.57  -1.33  0.0302
H  3.53  -1.46  -1.89  0.1037
C  5.31  -0.26  -1.33  -0.2035
H  5.35  1.03  -1.04  0.2247
C  5.79  -1.03  -0.37  -0.2872
H  6.21  -2.27  -0.81  0.2056
O  4.93  -1.26  0.77  -0.0887
H  6.77  -0.70  0.09  0.1335
H  5.61  -0.42  -2.18  0.0258
H  3.17  0.05  -1.48  -0.0549
H  2.88  -1.73  0.56  0.0965
H  3.61  0.32  2.07  0.1883
C  -0.19  1.70  0.24  -0.0746
C  -0.99  1.44  1.16  -0.1319
C  -2.44  1.60  1.32  0.0866
C  -2.95  1.90  0.02  -0.3010
C  -2.22  2.09  -0.99  -0.1266
C  -0.79  2.16  -1.32  0.1930
H  -0.08  2.21  -1.95  0.0031
H  -2.63  2.11  -2.10  0.1545
C  -4.41  1.91  -0.20  -0.0727
N  -4.96  0.63  -0.92  -0.1181
S  -4.90  -0.90  -0.31  0.4976
O  -5.32  -1.62  -1.50  -0.2882
O  -5.75  -0.82  0.69  -0.2077
C  -3.22  -1.24  0.12  -0.1863
C  -2.26  -1.37  -0.87  -0.0840
C  -0.98  -1.63  -0.44  -0.8782
C  -0.64  -1.74  0.90  -0.1847
C  -1.69  -1.99  1.61  -0.2000
C  -3.01  -1.63  1.67  0.0518
H  -3.85  -1.62  2.12  0.0248
H  -1.63  -2.17  2.89  0.1849
H  0.40  -2.30  1.30  0.1936
Cl  0.20  -1.40  -1.35  0.9875
H  -2.56  -1.03  -1.84  0.1215
H  -4.55  0.53  -1.94  0.1379
H  -5.03  1.62  0.72  0.1572
H  -4.67  2.62  -0.59  -0.0156
H  -2.84  1.23  2.09  0.0327
H  -0.34  1.10  2.24  0.1896

Output
Total charge: 0
Kohn-Sham gap, eV: 8.36
Energy relative to the best compared isomer or geometry (same formula, charge and spin), kJ/mol: 2238.93
Energy, eV: -54549.45488
Spin multiplicity: 1
E_HOMO, eV: -9.059
Lowest unoccupied orbital energy, eV: -0.7

---

No. 5
ORCA calculation (ωB97M-V with the def2-TZVPD basis set) on a molecular structure, C15H17F9N4O9S3.

Last column: Löwdin charge in e.
Geometry (Å):
O  -1.16  -0.30  -7.26  0.2420
C  -0.25  0.09  -6.66  -0.2469
N  0.82  0.54  -6.14  0.1904
C  0.73  0.43  -4.70  -0.1581
N  0.33  -0.79  -4.06  0.1981
C  0.33  -0.50  -2.70  -0.1550
C  -0.10  -1.64  -1.73  -0.1039
C  1.02  -2.75  -1.47  -0.1778
C  0.43  -3.68  -0.29  -0.2042
S  0.79  -3.01  1.38  0.6580
O  -0.03  -3.68  2.36  -0.2594
O  2.24  -3.22  1.61  -0.3234
O  0.51  -1.39  1.51  -0.1809
N  0.69  0.79  -2.37  0.0486
C  0.70  1.31  -0.98  -0.0720
C  1.83  2.40  -0.67  -0.0679
C  2.50  2.08  0.72  -0.1550
F  3.81  1.54  0.72  0.0130
C  1.88  2.30  1.94  -0.1603
F  2.40  3.11  2.93  0.1162
F  0.67  1.71  2.27  0.1155
C  0.95  1.42  -3.64  -0.0667
C  1.37  2.90  -3.87  -0.0839
C  2.94  2.99  -4.20  -0.2175
O  3.26  2.16  -5.36  -0.0994
H  0.08  -1.65  -4.55  0.1841
H  -0.99  -2.21  -2.16  0.1418
H  -0.46  -1.18  -0.76  0.1169
H  2.01  -2.33  -1.11  0.1200
H  1.16  -3.40  -2.39  0.1212
H  0.80  -4.74  -0.34  0.1287
H  -0.70  -3.62  -0.43  0.1193
H  1.37  -0.91  1.63  0.0917
H  0.94  0.42  -0.31  0.1150
H  -0.34  1.63  -0.66  0.1687
H  1.32  3.41  -0.65  0.1314
H  2.65  2.43  -1.45  0.1120
H  0.86  3.35  -4.79  0.1356
H  1.13  3.58  -2.99  0.1155
H  3.58  2.58  -3.36  0.1158
H  3.22  4.06  -4.46  0.1334
H  4.00  1.58  -5.11  0.0975
C  -2.95  -3.06  4.63  -0.6584
F  -3.15  -4.15  3.87  0.1160
F  -3.45  -3.34  5.85  0.1143
F  -1.62  -2.93  4.80  0.1059
S  -3.68  -1.55  3.90  0.5724
O  -5.10  -1.84  3.82  -0.2880
O  -3.01  -1.40  2.63  -0.3184
N  -3.24  -0.55  5.05  -0.2928
S  -3.70  0.95  4.80  0.5719
O  -5.11  1.22  4.91  -0.2866
O  -3.03  1.65  3.72  -0.3119
C  -2.97  1.66  6.32  -0.6570
F  -1.64  1.47  6.38  0.1039
F  -3.48  1.09  7.43  0.1137
F  -3.18  2.98  6.42  0.1176

Output
Total charge: 0
Kohn-Sham gap, eV: 6.47
Energy, eV: -97172.70466
Spin multiplicity: 1
E_HOMO, eV: -8.151
Lowest unoccupied orbital energy, eV: -1.7